Record 1
24
Properties=species:S:1:pos:R:3:forces:R:3 method="wB97M-V/def2-TZVPD" multiplicity=2 de_lowest_kcal_mol=16.9 energy_ha=-364.2613
C -0.254 0.381 -0.135 -0.2 -0.5 -0.3
C 1.236 0.019 -0.056 0.0 0.4 1.0
C -0.637 2.750 -0.864 1.0 0.5 -0.3
N -0.409 1.814 0.144 -1.2 -0.5 -0.2
N -1.482 2.477 -1.921 -0.7 -1.0 0.1
N 0.000 3.994 -0.767 0.9 0.3 0.0
H -0.604 -0.020 -1.098 -0.3 1.0 -0.1
H -0.937 -0.084 0.586 0.7 -0.5 0.1
H 1.437 -0.193 1.005 0.5 0.3 -0.3
H 1.724 0.945 -0.389 0.3 -0.3 0.2
H 0.244 2.072 0.867 -0.1 0.4 -0.1
H -1.605 1.503 -2.128 0.0 0.1 -0.3
H -1.837 3.105 -2.615 0.2 0.4 0.3
H 0.293 4.245 0.168 -0.2 0.0 0.0
H -0.394 4.798 -1.234 -0.4 -0.2 0.0
H 1.671 -0.793 -0.634 -0.6 -0.2 -0.2
C -0.373 -3.280 0.682 -1.0 0.7 -0.5
C 0.799 -3.454 1.621 0.2 -0.4 -0.3
H -0.432 -4.040 -0.088 0.3 -0.3 -0.2
H -1.361 -3.332 1.161 0.4 -0.1 0.3
H -0.404 -2.326 0.146 0.3 0.0 0.2
H 0.743 -2.816 2.499 -0.1 0.0 0.1
H 1.770 -3.261 1.147 -0.3 0.1 -0.1
H 0.811 -4.505 1.904 0.2 0.0 0.5


Record 2
24
Properties=species:S:1:pos:R:3:forces:R:3 method="wB97M-V/def2-TZVPD" multiplicity=2 de_lowest_kcal_mol=7.0 energy_ha=-364.2770
C 0.563 1.908 -1.979 0.2 0.3 0.1
C 1.369 0.778 -1.341 -0.4 0.2 0.6
C 2.473 1.526 0.701 -0.3 0.0 0.1
N 1.411 0.899 0.102 0.3 -0.2 -0.3
H -0.423 2.006 -1.521 -0.1 -0.3 -0.1
H 1.043 2.866 -1.772 0.2 0.0 -0.1
H 0.479 1.772 -3.057 -0.1 0.1 0.0
H 0.905 -0.182 -1.586 0.1 0.0 -0.1
H 2.397 0.789 -1.706 0.0 -0.1 -0.2
H 2.460 1.672 1.771 0.0 0.0 -0.1
H 3.324 1.807 0.101 0.0 0.0 0.0
H 0.583 0.559 0.642 0.8 0.4 -0.4
C -0.908 -2.758 0.476 -0.1 0.1 0.1
N -1.997 -1.928 0.998 0.2 -0.3 -0.4
C -1.879 -0.543 0.627 0.0 0.8 0.1
N -0.801 0.096 1.422 -1.0 -0.7 0.5
H -1.151 -3.797 0.685 0.1 -0.1 0.0
H -0.746 -2.624 -0.598 0.0 0.0 -0.1
H 0.029 -2.517 0.975 0.0 0.0 0.1
H -2.863 -2.309 0.640 -0.1 0.2 0.1
H -2.830 -0.041 0.813 -0.1 -0.1 0.1
H -1.657 -0.358 -0.434 0.1 -0.3 -0.1
H -1.158 0.938 1.860 0.1 0.0 0.0
H -0.622 -0.561 2.179 0.1 0.2 0.1


Record 3
24
Properties=species:S:1:pos:R:3:forces:R:3 method="wB97M-V/def2-TZVPD" smiles=C[NH+](C)[C@@](C)(N)CN charge=+1 de_lowest_kcal_mol=60.9 energy_ha=-364.0783
C -1.752 0.156 -0.918 -1.4 1.9 0.6
N -0.774 -0.445 -0.128 3.8 -1.4 -0.2
C -1.282 -0.981 1.148 -0.7 -1.0 -1.9
C 0.514 0.533 0.078 -2.7 1.0 2.6
C 0.761 1.370 -1.167 -0.8 0.4 1.0
N 0.045 1.326 1.145 1.6 0.5 1.8
C 1.684 -0.387 0.515 0.2 0.1 0.4
N 1.455 -1.507 -0.361 0.9 -2.7 -0.1
H -2.694 -0.249 -0.847 -2.1 -2.1 0.6
H -2.030 1.093 -0.436 0.5 0.8 -0.8
H -1.634 0.117 -1.956 1.1 0.7 -1.5
H -0.137 -1.210 -0.604 -1.1 0.5 0.5
H -1.873 -0.301 1.684 0.1 1.5 1.0
H -2.084 -1.617 0.782 0.3 -1.1 0.3
H -0.496 -1.478 1.695 -0.1 -0.1 0.3
H 0.578 0.828 -2.045 0.1 -0.9 -1.5
H 1.805 1.619 -1.080 0.2 0.7 -0.4
H 0.058 2.253 -1.223 1.1 -0.8 0.3
H -0.654 2.040 0.960 0.8 0.0 0.4
H 0.646 1.353 2.003 -1.4 0.4 -1.3
H 2.595 0.231 0.272 -0.5 -1.0 0.5
H 1.755 -0.826 1.596 -0.5 1.6 -1.8
H 1.510 -2.452 0.092 0.4 1.4 -0.8
H 2.003 -1.466 -1.204 0.3 -0.4 -0.1


Record 4
24
Properties=species:S:1:pos:R:3:forces:R:3 method="wB97M-V/def2-TZVPD" charge=+1 de_lowest_kcal_mol=144.1 energy_ha=-363.9458
C -1.672 -0.788 -0.057 1.0 -1.1 0.4
C -0.385 -0.967 0.789 0.3 -0.1 -1.5
C -0.444 -0.166 2.079 -0.4 -0.8 -0.3
C 0.074 -2.415 0.950 0.8 0.6 0.7
H -1.685 -1.471 -0.936 -0.5 0.0 0.8
H -2.491 -0.865 0.645 -0.6 -0.5 -0.4
H -1.728 0.194 -0.474 -0.1 1.1 -0.2
H 0.407 -0.510 0.150 -0.2 -0.4 0.8
H 0.603 0.023 2.297 -0.3 0.3 0.8
H -0.974 -0.730 2.875 0.4 0.4 -0.4
H -0.995 0.750 1.851 0.2 0.1 0.5
H 0.354 -2.819 0.004 0.9 -0.1 -0.8
H 0.900 -2.510 1.708 -0.7 0.1 -0.9
H -0.689 -3.097 1.197 -1.3 -0.6 1.0
N 0.820 2.586 -1.783 -1.1 -4.2 1.4
C 0.578 1.310 -1.188 2.4 4.7 -2.1
N 0.990 1.623 0.490 -2.3 -3.0 -4.1
N 0.253 0.426 -2.348 0.9 0.9 5.9
H 1.780 2.831 -1.761 1.0 1.3 0.9
H 0.535 2.459 -2.720 -0.5 0.7 -1.5
H 1.977 1.689 0.394 1.4 0.1 -0.1
H 0.570 2.495 0.339 -0.3 2.2 0.7
H 1.214 0.331 -2.724 -0.6 -0.3 -0.4
H 0.006 -0.379 -1.778 -0.3 -1.3 -1.1